[1]
Molecular formula: C4H6N2O2
Method: DFT, the ωB97M-V functional and the def2-TZVPD basis

Geometry as XYZ:
```
14
Properties=species:S:1:pos:R:3
C 1.143 -0.362 -0.814
C 0.589 0.842 -0.588
C -0.559 0.825 0.176
C -0.637 -0.362 0.639
H 3.102 -0.669 -0.146
H 3.111 0.339 -1.773
H 1.228 1.630 -1.131
H -2.195 1.126 0.831
H -1.217 -1.997 1.819
H 0.100 -2.166 -0.391
N 2.472 -0.743 -1.235
N 0.336 -1.234 -0.032
O -1.450 1.817 0.528
O -1.925 -0.577 1.120
```

Output
energy relative to the best compared isomer or geometry (same formula, charge and spin) = 931.1 kJ/mol
Kohn-Sham gap = 5.455 eV
HOMO = -7.8 eV
E_LUMO = -2.3 eV


[2]
Molecular formula: C4H5F2LiO2Tb
Method: DFT, the ωB97M-V functional and the def2-TZVPD basis

Geometry as XYZ:
```
15
Properties=species:S:1:pos:R:3
O 0.741 2.067 0.139
C 1.142 1.383 -1.016
C 1.073 -0.127 -0.809
Li 1.857 2.806 1.319
H 2.172 1.642 -1.326
H 0.494 1.700 -1.866
F 1.069 -0.661 -2.172
C -0.518 -1.638 0.253
C -1.745 -2.004 0.626
O -0.306 -0.361 -0.373
H 0.328 -2.325 0.153
F -0.664 0.344 2.659
H -2.570 -1.291 0.671
H -1.932 -3.048 0.874
Tb -1.143 1.514 0.867
```

Output
Kohn-Sham gap (spin up / spin down) = 4.524 / 4.628 eV
HOMO (spin up / spin down) = -6.0 / -6.0 eV
E_LUMO (spin up / spin down) = -1.5 / -1.3 eV
⟨S²⟩ = 15.896
multiplicity = 8


[3]
Molecular formula: C3H3F4NO2
Method: DFT, the ωB97M-V functional and the def2-TZVPD basis

Geometry as XYZ:
```
13
Properties=species:S:1:pos:R:3
C 0.268 0.414 0.323
C -0.212 0.505 -1.700
C -1.698 0.778 -1.644
N -0.075 -0.736 0.778
O 0.929 1.362 0.626
O 0.495 1.575 -2.043
F 0.203 -0.705 -2.171
F -1.991 1.855 -0.898
F -2.343 -0.222 -1.045
F -2.339 0.961 -2.817
H -0.802 -1.105 0.209
H 0.254 -1.004 1.698
H 1.407 1.320 -2.026
```

Output
energy relative to the best compared isomer or geometry (same formula, charge and spin) = 108.6 kJ/mol
Kohn-Sham gap = 9.498 eV
HOMO = -8.9 eV
E_LUMO = 0.6 eV


[4]
Molecular formula: C4H7N2S
Method: DFT, the ωB97M-V functional and the def2-TZVPD basis

Geometry as XYZ:
```
14
Properties=species:S:1:pos:R:3
C 2.802 -0.321 -1.424
C 1.725 0.238 -0.926
C 0.436 -0.759 -0.349
S 0.467 -2.363 -0.492
N -0.593 -0.043 0.264
C -1.634 -0.619 0.822
N -2.594 0.012 1.440
H 3.613 0.282 -1.800
H 2.912 -1.390 -1.486
H 1.528 1.290 -0.821
H -0.502 0.971 0.267
H -1.665 -1.707 0.747
H -3.359 -0.506 1.848
H -2.601 1.021 1.538
```

Output
net charge = +1
energy relative to the best compared isomer or geometry (same formula, charge and spin) = 137.1 kJ/mol
Kohn-Sham gap = 8.097 eV
HOMO = -13.2 eV
SMILES string = C=CC(=S)/[NH+]=C/N
E_LUMO = -5.1 eV


[5]
Molecular formula: C15H14BBrIKN6
Method: DFT, the ωB97M-V functional and the def2-TZVPD basis

Geometry as XYZ:
```
39
Properties=species:S:1:pos:R:3
K -0.155 0.106 0.511
C 3.716 0.925 -2.400
C 2.927 0.002 -1.707
N 1.932 0.599 -1.065
N 2.062 1.921 -1.314
C 3.128 2.136 -2.109
B 1.138 3.042 -0.786
N 1.193 3.221 0.749
C 1.660 4.328 1.359
C 1.563 4.156 2.722
C 0.993 2.886 2.855
N 0.782 2.324 1.673
N -0.303 2.956 -1.339
C -0.860 3.877 -2.149
C -2.143 3.479 -2.454
C -2.297 2.287 -1.740
N -1.188 1.967 -1.088
H 4.581 0.743 -3.011
H 3.036 -1.071 -1.653
H 3.372 3.142 -2.404
H 1.591 4.062 -1.238
H 2.028 5.144 0.762
H 1.853 4.845 3.495
H 0.738 2.353 3.758
H -0.284 4.737 -2.446
H -2.857 3.982 -3.082
H -3.160 1.641 -1.685
Br -3.297 -4.985 4.124
C -2.580 -5.493 2.454
C -2.728 -6.817 2.054
C -2.220 -7.235 0.840
C -1.561 -6.332 0.014
C -1.414 -5.017 0.410
C -1.922 -4.585 1.634
I -1.674 -2.591 2.179
H -3.243 -7.508 2.706
H -2.341 -8.266 0.538
H -1.161 -6.649 -0.939
H -0.903 -4.310 -0.228
```

Output
Kohn-Sham gap = 8.373 eV
HOMO = -8.6 eV
E_LUMO = -0.2 eV


[6]
Molecular formula: C25H29ClN2O6
Method: DFT, the ωB97M-V functional and the def2-TZVPD basis

Geometry as XYZ:
```
63
Properties=species:S:1:pos:R:3
C -9.157 -0.790 0.066
C -7.770 -0.925 0.673
O -6.867 -0.247 -0.181
C -5.552 -0.240 0.116
C -4.973 -0.827 1.238
C -3.608 -0.754 1.443
C -2.780 -0.121 0.525
C -1.333 -0.055 0.774
O -1.037 0.302 2.031
C -0.396 -0.360 -0.159
C -0.623 -0.952 -1.468
O -1.666 -1.178 -2.040
C 0.762 -1.307 -2.013
O 1.027 -1.819 -3.077
N 1.662 -0.935 -1.073
C 3.083 -1.118 -1.214
C 3.607 -2.216 -0.279
N 4.951 -2.622 -0.642
C 5.943 -1.635 -0.272
C 5.284 -3.922 -0.096
C 1.099 -0.268 0.078
C 1.548 1.179 0.154
C 1.650 1.923 -1.012
C 2.066 3.248 -0.975
O 2.202 4.050 -2.061
C 1.882 3.526 -3.330
C 2.379 3.818 0.258
C 2.264 3.089 1.425
C 1.841 1.767 1.385
O 1.667 0.965 2.499
C 1.963 1.509 3.766
C -3.347 0.487 -0.594
C -4.709 0.431 -0.785
Cl -5.418 1.200 -2.152
H -9.425 0.259 -0.017
H -9.169 -1.229 -0.928
H -9.886 -1.299 0.691
H -7.747 -0.477 1.676
H -7.488 -1.984 0.751
H -5.585 -1.344 1.959
H -3.176 -1.212 2.320
H -0.075 0.371 2.185
H 3.266 -1.424 -2.246
H 3.585 -0.165 -1.019
H 2.951 -3.083 -0.389
H 3.554 -1.875 0.772
H 5.969 -1.447 0.814
H 5.736 -0.697 -0.783
H 6.924 -1.984 -0.587
H 5.282 -3.938 1.005
H 6.275 -4.208 -0.444
H 4.567 -4.657 -0.458
H 1.407 -0.789 0.995
H 1.403 1.441 -1.945
H 2.525 2.679 -3.590
H 2.054 4.338 -4.034
H 0.834 3.216 -3.384
H 2.707 4.844 0.284
H 2.505 3.565 2.361
H 1.320 2.364 3.991
H 3.012 1.807 3.837
H 1.765 0.711 4.480
H -2.732 1.012 -1.304
```

Output
energy relative to the best compared isomer or geometry (same formula, charge and spin) = 0.0 kJ/mol
Kohn-Sham gap = 8.296 eV
HOMO = -8.3 eV
SMILES string = CCOc1ccc(/C(O)=C2\C(=O)C(=O)N(CCN(C)C)[C@H]2c2cc(OC)ccc2OC)cc1Cl
E_LUMO = 0.0 eV


[7]
Molecular formula: C5H15N3
Method: DFT, the ωB97M-V functional and the def2-TZVPD basis

Geometry as XYZ:
```
23
Properties=species:S:1:pos:R:3
C -1.904 0.306 -1.343
N -0.656 -0.426 -1.199
C -0.128 -0.557 0.181
C 0.998 -1.603 0.133
N -1.091 -0.978 1.190
N 0.272 0.796 0.490
C 1.002 0.962 1.722
C 1.047 1.346 -0.843
H -1.809 1.251 -0.812
H -2.776 -0.227 -0.941
H -2.067 0.507 -2.402
H -0.723 -1.336 -1.644
H 1.728 -1.344 -0.630
H 1.486 -1.659 1.101
H 0.589 -2.586 -0.100
H -1.784 -0.253 1.331
H -1.554 -1.839 0.923
H 0.517 0.391 2.516
H 2.057 0.646 1.646
H 0.999 2.023 1.981
H 0.910 2.419 -0.738
H 2.093 1.062 -0.691
H 0.793 1.098 -1.869
```

Output
energy relative to the best compared isomer or geometry (same formula, charge and spin) = 168.2 kJ/mol
Kohn-Sham gap = 9.395 eV
HOMO = -8.3 eV
SMILES string = CN[C@](C)(N)N(C)C
E_LUMO = 1.1 eV


[8]
Molecular formula: C18H58N2O11
Method: DFT, the ωB97M-V functional and the def2-TZVPD basis

Geometry as XYZ:
```
89
Properties=species:S:1:pos:R:3
N -1.205 -1.546 3.002
C -0.650 -0.515 3.583
N -0.036 0.282 2.758
O -0.600 -0.223 4.909
H -1.651 -2.242 3.597
H -1.081 -1.791 2.026
H 0.693 0.871 3.078
H 0.027 0.028 1.792
C 2.468 -2.924 1.023
C 3.855 -2.542 0.507
O 4.842 -2.624 1.553
H 2.500 -3.740 1.810
H 1.710 -3.312 0.352
H 1.892 -2.114 1.446
H 3.862 -1.555 0.082
H 4.178 -3.143 -0.315
H 4.974 -3.550 1.750
C -3.402 1.030 -0.078
C -4.506 0.218 -0.593
O -5.297 0.943 -1.490
H -3.567 1.980 0.392
H -2.726 1.224 -0.930
H -2.809 0.494 0.628
H -5.139 -0.103 0.245
H -4.137 -0.679 -1.205
H -6.144 0.949 -1.160
C 2.341 -3.911 -2.118
C 1.000 -4.317 -2.619
O -0.018 -4.059 -1.672
H 3.169 -4.107 -2.881
H 2.559 -4.464 -1.191
H 2.317 -2.871 -1.883
H 1.035 -5.289 -2.994
H 0.772 -3.679 -3.506
H -0.848 -4.311 -2.047
C 2.048 0.941 0.080
C 1.067 0.157 -0.769
O -0.125 0.078 -0.080
H 3.054 1.081 -0.427
H 2.328 0.432 1.026
H 1.747 1.937 0.358
H 1.468 -0.855 -1.062
H 0.914 0.761 -1.678
H -0.605 -0.649 -0.468
C -1.507 4.448 1.827
C -0.803 3.116 1.977
O -1.284 2.536 3.144
H -1.147 5.098 0.994
H -1.341 5.107 2.675
H -2.548 4.189 1.546
H 0.282 3.131 1.938
H -1.081 2.379 1.233
H -0.818 1.644 3.123
C -0.797 3.516 -1.878
C -1.950 4.398 -2.154
O -3.064 3.688 -1.735
H 0.190 3.951 -2.026
H -0.767 2.670 -2.586
H -0.866 3.160 -0.882
H -1.922 4.640 -3.232
H -1.876 5.377 -1.687
H -3.092 2.892 -2.308
C 1.587 3.251 4.887
C 2.170 1.830 4.817
O 2.474 1.421 3.517
H 2.198 4.005 4.408
H 1.443 3.548 5.956
H 0.617 3.352 4.440
H 1.429 1.142 5.229
H 3.026 1.785 5.405
H 3.123 0.712 3.655
C -2.198 -2.723 0.131
O -0.882 -2.607 0.380
H -2.509 -3.569 0.776
H -2.367 -3.006 -0.892
H -2.781 -1.865 0.312
H -0.354 -3.179 -0.210
C 2.021 -0.703 -4.568
O 1.342 -1.578 -5.403
H 2.062 -1.306 -3.595
H 1.438 0.151 -4.350
H 3.033 -0.477 -4.916
H 1.778 -2.396 -5.388
C -1.135 -1.271 -3.008
O -1.048 0.105 -3.416
H -2.000 -1.404 -2.358
H -0.244 -1.542 -2.426
H -1.274 -1.989 -3.816
H -0.798 0.100 -4.377
```

Output
energy relative to the best compared isomer or geometry (same formula, charge and spin) = 64.6 kJ/mol
Kohn-Sham gap = 8.586 eV
HOMO = -8.7 eV
SMILES string = NC(N)=O.CCO.CCO.CCO.CCO.CCO.CCO.CCO.CO.CO.CO
E_LUMO = -0.1 eV


| no. | electronic energy (a.u.) |
| --- | --- |
| 1 | -415.68598 |
| 2 | -1337.51564 |
| 3 | -720.78381 |
| 4 | -664.02245 |
| 5 | -4405.13743 |
| 6 | -1991.16484 |
| 7 | -363.72304 |
| 8 | -1657.56070 |